one) Density functional theory data (ωB97M-V with the def2-TZVPD basis set) for an isolated molecule of ClH2NOS.

Each line ends with the natural charge from an NBO analysis.
Positions of all 6 atoms, in Å:
N (-0.91, -0.25, -0.03)  -1.007
O (0.98, 1.07, 1.49)  -0.732
S (0.60, -0.62, 0.48)  1.089
Cl (1.77, -0.27, -1.19)  -0.188
H (-1.25, -0.64, -0.90)  0.409
H (-1.19, 0.71, 0.15)  0.430

spin multiplicity: 1
gap between HOMO and LUMO (spin up / spin down): 0.34226 / 0.34226 hartree
LUMO (spin up / spin down): -0.6 / -0.6 eV

two) Density functional theory data (ωB97M-V with the def2-TZVPD basis set) for an isolated molecule of ClH2NOS.

Each line ends with the natural charge from an NBO analysis.
Positions of all 6 atoms, in Å:
N (0.92, 0.02, 0.22)  -1.040
O (-0.83, -1.62, -0.46)  -0.865
S (-0.65, -0.55, 0.60)  1.429
Cl (-1.80, 1.15, -0.10)  -0.334
H (1.02, 0.98, 0.55)  0.387
H (1.33, 0.03, -0.80)  0.423

spin multiplicity: 1
gap between HOMO and LUMO: 0.38223 hartree
LUMO: -0.3 eV

The structure with the least stability is one).

one) Density functional theory data (ωB97M-V with the def2-TZVPD basis set) for a cluster of 9 separate species, H18O9 in total.

Each line ends with the natural charge from an NBO analysis.
Positions of all 27 atoms, in Å:
O (7.08, -12.70, 6.76)  -0.954
H (6.95, -12.27, 5.92)  0.483
H (8.03, -12.68, 6.90)  0.479
O (5.74, -11.09, 2.76)  -0.969
H (4.93, -10.58, 2.84)  0.504
H (5.56, -11.71, 2.05)  0.475
O (4.83, -13.99, 4.25)  -0.961
H (5.69, -14.07, 3.84)  0.491
H (4.74, -13.05, 4.43)  0.486
O (5.53, -14.98, 6.97)  -0.961
H (5.71, -14.05, 6.90)  0.489
H (6.35, -15.36, 7.29)  0.464
O (8.37, -14.56, 1.27)  -0.941
H (7.77, -14.60, 2.02)  0.473
H (8.37, -15.45, 0.92)  0.466
O (4.87, -16.97, 4.43)  -0.951
H (4.95, -16.08, 4.77)  0.492
H (4.15, -16.93, 3.80)  0.456
O (2.14, -13.79, 3.89)  -0.980
H (3.06, -13.97, 3.68)  0.490
H (1.80, -14.63, 4.18)  0.481
O (7.78, -12.83, 3.55)  -0.976
H (8.55, -12.27, 3.65)  0.483
H (7.14, -12.29, 3.09)  0.486
O (2.56, -10.87, 4.54)  -0.968
H (2.52, -11.80, 4.30)  0.488
H (1.64, -10.59, 4.54)  0.474

spin multiplicity: 1
gap between HOMO and LUMO: 0.39497 hartree
LUMO: 0.0 eV

two) Density functional theory data (ωB97M-V with the def2-TZVPD basis set) for a cluster of 9 separate species, H18O9 in total.

Each line ends with the natural charge from an NBO analysis.
Positions of all 27 atoms, in Å:
O (1.35, -2.30, -2.82)  -0.926
H (1.53, -1.40, -3.11)  0.472
H (2.25, -2.52, -2.45)  0.457
O (1.72, 1.81, 1.23)  -0.922
H (2.07, 1.49, 1.99)  0.461
H (2.17, 1.52, 0.54)  0.462
O (-1.45, -0.53, 4.13)  -0.946
H (-0.54, -0.49, 4.47)  0.477
H (-1.93, 0.21, 4.28)  0.470
O (-2.12, -0.06, 0.63)  -0.927
H (-1.58, -0.80, 0.26)  0.472
H (-1.59, 0.35, 1.23)  0.458
O (-2.00, 3.71, -0.99)  -0.955
H (-2.70, 3.23, -0.68)  0.478
H (-1.41, 3.35, -1.60)  0.477
O (0.00, -3.23, 1.43)  -0.958
H (-0.47, -3.01, 2.18)  0.467
H (0.91, -2.91, 1.54)  0.489
O (1.35, -1.67, 0.13)  -0.981
H (0.44, -1.80, -0.36)  0.524
H (2.07, -1.60, -0.45)  0.465
O (0.36, 0.81, -0.89)  -0.985
H (-0.03, 1.03, -0.07)  0.495
H (1.03, 0.13, -0.86)  0.478
O (-0.21, 1.51, -3.52)  -0.914
H (-0.05, 1.68, -2.73)  0.453
H (-1.19, 1.49, -3.50)  0.459

spin multiplicity: 1
gap between HOMO and LUMO: 0.40828 hartree
LUMO: -0.2 eV

The structure with the least stability is two).

one) Density functional theory data (ωB97M-V with the def2-TZVPD basis set) for a cluster of 9 separate species, H18O9 in total.

Each line ends with the natural charge from an NBO analysis.
Positions of all 27 atoms, in Å:
O (14.65, 18.32, -11.44)  -0.943
H (15.57, 18.17, -11.60)  0.470
H (14.50, 18.95, -10.76)  0.472
O (14.80, 23.25, -10.40)  -0.929
H (14.56, 22.96, -11.24)  0.483
H (14.89, 22.42, -9.96)  0.439
O (13.46, 21.86, -12.59)  -0.972
H (13.83, 21.32, -13.27)  0.488
H (13.14, 21.21, -12.00)  0.490
O (11.23, 23.02, -13.65)  -0.989
H (11.99, 22.81, -13.11)  0.472
H (11.36, 22.49, -14.47)  0.485
O (16.02, 18.75, -14.14)  -0.952
H (16.93, 18.52, -14.35)  0.486
H (16.10, 19.41, -13.44)  0.479
O (10.00, 21.95, -10.58)  -0.927
H (9.55, 22.58, -10.01)  0.465
H (10.90, 22.29, -10.51)  0.463
O (11.87, 21.54, -15.88)  -0.965
H (12.56, 21.07, -15.42)  0.491
H (11.89, 21.05, -16.72)  0.475
O (13.56, 19.70, -14.62)  -0.993
H (14.47, 19.49, -14.86)  0.505
H (13.28, 19.03, -14.00)  0.497
O (12.81, 20.24, -10.29)  -0.955
H (13.56, 20.40, -9.69)  0.464
H (12.05, 20.24, -9.73)  0.500

spin multiplicity: 1
gap between HOMO and LUMO: 0.33380 hartree
LUMO: -0.4 eV

two) Density functional theory data (ωB97M-V with the def2-TZVPD basis set) for a cluster of 9 separate species, H18O9 in total.

Each line ends with the natural charge from an NBO analysis.
Positions of all 27 atoms, in Å:
O (-2.85, -1.79, 0.45)  -0.972
H (-2.85, -1.81, 1.40)  0.468
H (-2.10, -1.20, 0.27)  0.488
O (0.40, 0.68, 2.35)  -0.948
H (-0.07, 1.49, 2.50)  0.496
H (0.18, 0.15, 3.14)  0.485
O (1.61, -1.11, -1.54)  -0.972
H (1.18, -1.67, -2.20)  0.497
H (2.52, -1.15, -1.74)  0.495
O (-2.19, -0.42, 3.19)  -0.912
H (-2.28, 0.36, 2.69)  0.471
H (-1.48, -0.16, 3.81)  0.444
O (-1.14, 2.14, -0.01)  -0.968
H (-1.26, 2.38, -0.91)  0.465
H (-0.81, 1.26, -0.06)  0.478
O (-0.43, -0.46, -0.05)  -1.013
H (0.31, -0.94, -0.50)  0.516
H (-0.05, -0.02, 0.72)  0.486
O (2.61, 0.71, 0.69)  -0.964
H (3.13, 1.37, 1.13)  0.470
H (1.80, 0.62, 1.21)  0.480
O (1.78, 2.09, -1.97)  -0.943
H (1.88, 1.18, -1.64)  0.484
H (0.87, 2.24, -1.74)  0.455
O (0.07, -1.85, -3.66)  -0.966
H (-0.25, -2.13, -4.53)  0.499
H (-0.57, -1.97, -3.00)  0.481

spin multiplicity: 1
gap between HOMO and LUMO: 0.37835 hartree
LUMO: -0.2 eV

The structure with the least stability is two).